# 1
One molecule with the formula C4H8N2O2 in a non-equilibrium geometry. Source: the Open Molecules 2025 dataset; level of theory: the ωB97M-V functional and the def2-TZVPD basis.

* SMILES: O=NN1CCOCC1

CARTESIAN COORDINATES (ANGSTROEM)
O: -2.90 -0.39 -0.40
N: -2.29 0.58 -0.03
N: -1.16 0.31 0.20
C: -0.01 1.23 0.34
C: 1.23 0.97 -0.44
O: 1.84 -0.39 -0.36
C: 0.73 -1.18 0.26
C: -0.61 -1.12 -0.05
H: 0.39 1.52 1.37
H: -0.56 2.23 -0.09
H: 0.90 1.00 -1.66
H: 1.97 1.92 -0.01
H: 1.05 -2.33 -0.04
H: 1.04 -1.22 1.24
H: -0.69 -1.40 -1.10
H: -0.94 -1.72 0.80

---

# 2
One molecule with the formula C2F3NO2 in a non-equilibrium geometry. Source: the Open Molecules 2025 dataset; level of theory: the ωB97M-V functional and the def2-TZVPD basis.

* SMILES: O=C=NOC(F)(F)F

CARTESIAN COORDINATES (ANGSTROEM)
O: -0.64 2.92 -1.23
C: -0.33 1.80 -1.00
N: 0.35 0.80 -0.90
O: 0.33 -0.62 -0.62
C: 0.15 -1.06 0.63
F: 0.07 -2.37 0.41
F: -1.01 -0.58 1.16
F: 1.08 -0.88 1.56

---

Number 1: frontier orbital gap 0.3550 Ha, highest occupied orbital energy -9.071 eV. Number 2: frontier orbital gap 0.4175 Ha, highest occupied orbital energy -11.620 eV.